Record 1
{"formula": "C41H56BeN6S", "method": "wB97M-V/def2-TZVPD", "symbols": ["Be", "C", "C", "C", "C", "C", "C", "C", "N", "C", "C", "C", "C", "C", "C", "C", "C", "C", "C", "N", "C", "C", "C", "N", "C", "C", "C", "C", "C", "C", "C", "C", "C", "C", "C", "C", "C", "C", "N", "C", "C", "H", "H", "H", "H", "H", "H", "H", "H", "H", "H", "H", "H", "H", "H", "H", "H", "H", "H", "H", "H", "H", "H", "H", "H", "H", "H", "H", "H", "H", "H", "H", "H", "H", "H", "H", "H", "H", "H", "H", "H", "H", "H", "H", "H", "C", "C", "N", "C", "S", "N", "C", "C", "H", "H", "H", "H", "H", "H", "H", "H", "H", "H", "H", "H"], "coordinates": [[-4.638, 4.268, 21.163], [-8.855, 8.176, 17.840], [-7.399, 8.608, 17.675], [-6.449, 7.669, 18.382], [-5.375, 6.987, 17.802], [-4.827, 7.197, 16.430], [-3.480, 8.035, 16.408], [-4.812, 6.127, 18.738], [-5.574, 6.282, 19.865], [-6.609, 7.143, 19.661], [-7.132, 7.704, 20.892], [-6.918, 7.098, 22.079], [-5.634, 7.628, 22.805], [-5.589, 8.889, 23.674], [-6.483, 10.050, 23.328], [-4.648, 6.947, 22.187], [-5.242, 5.803, 21.212], [-7.067, 4.712, 22.520], [-6.450, 3.418, 22.635], [-5.366, 3.157, 21.881], [-5.066, 1.830, 21.823], [-3.973, 1.365, 21.027], [-3.315, 2.277, 20.242], [-3.720, 3.604, 20.163], [-3.156, 4.250, 19.044], [-3.579, 5.390, 18.592], [-2.191, 3.248, 18.491], [-2.214, 2.136, 19.269], [-1.431, 0.859, 19.210], [-0.168, 0.951, 20.092], [-1.170, 3.506, 17.357], [0.259, 3.730, 17.792], [-6.087, 1.112, 22.610], [-6.983, 2.121, 23.025], [-8.280, 1.882, 23.725], [-9.347, 1.937, 22.662], [-6.214, -0.372, 22.636], [-5.333, -1.225, 23.576], [-6.506, 5.693, 21.838], [-3.153, 7.108, 22.257], [-2.565, 7.399, 20.944], [-9.490, 8.689, 17.133], [-9.239, 8.314, 18.861], [-8.896, 7.160, 17.525], [-7.305, 9.691, 18.088], [-7.175, 8.637, 16.592], [-5.494, 7.806, 15.871], [-4.684, 6.215, 15.990], [-3.664, 9.056, 16.817], [-2.983, 8.189, 15.395], [-2.661, 7.587, 16.935], [-7.440, 8.726, 20.889], [-4.578, 9.333, 23.656], [-5.857, 8.594, 24.768], [-6.164, 10.569, 22.395], [-6.312, 10.791, 24.132], [-7.501, 9.859, 23.456], [-8.021, 5.015, 23.025], [-3.852, 0.314, 20.793], [-3.053, 5.658, 17.683], [-1.214, 0.709, 18.089], [-2.112, 0.099, 19.590], [0.021, 1.988, 20.429], [0.745, 0.587, 19.468], [-0.112, 0.302, 20.985], [-1.491, 4.392, 16.813], [-1.239, 2.631, 16.618], [0.386, 4.479, 18.599], [0.945, 4.105, 17.012], [0.718, 2.825, 18.126], [-8.431, 2.592, 24.528], [-8.305, 0.907, 24.179], [-9.640, 2.952, 22.290], [-10.295, 1.513, 23.065], [-8.997, 1.443, 21.736], [-6.174, -0.811, 21.607], [-7.227, -0.692, 22.969], [-4.225, -1.161, 23.306], [-5.693, -2.217, 23.555], [-5.453, -0.931, 24.607], [-2.787, 6.139, 22.675], [-2.984, 7.906, 22.933], [-2.395, 6.543, 20.319], [-1.532, 7.843, 21.071], [-3.079, 8.194, 20.396], [-5.381, 1.976, 17.667], [-6.846, 2.213, 18.017], [-6.999, 3.574, 18.691], [-8.239, 4.281, 18.441], [-9.344, 4.714, 19.621], [-8.417, 4.653, 17.141], [-7.484, 4.556, 15.997], [-8.008, 5.297, 14.776], [-5.230, 0.953, 17.501], [-4.860, 2.166, 18.555], [-5.029, 2.641, 16.902], [-7.208, 1.431, 18.667], [-7.534, 2.174, 17.172], [-6.739, 3.522, 19.699], [-9.392, 4.768, 16.910], [-7.305, 3.497, 15.644], [-6.547, 4.968, 16.323], [-9.069, 5.094, 14.600], [-7.450, 4.955, 13.932], [-7.900, 6.401, 14.909]], "homo_ha": -0.2337, "charge": 0, "e_lumo_ev": -0.25}

=====

Record 2
{"formula": "C36H99N9O13SSr", "method": "wB97M-V/def2-TZVPD", "symbols": ["Sr", "S", "O", "O", "O", "O", "C", "C", "C", "O", "C", "N", "H", "H", "H", "H", "H", "H", "H", "H", "H", "H", "H", "C", "C", "C", "O", "C", "N", "H", "H", "H", "H", "H", "H", "H", "H", "H", "H", "H", "C", "C", "C", "O", "C", "N", "H", "H", "H", "H", "H", "H", "H", "H", "H", "H", "H", "C", "C", "C", "O", "C", "N", "H", "H", "H", "H", "H", "H", "H", "H", "H", "H", "H", "C", "C", "C", "O", "C", "N", "H", "H", "H", "H", "H", "H", "H", "H", "H", "H", "H", "C", "C", "C", "O", "C", "N", "H", "H", "H", "H", "H", "H", "H", "H", "H", "H", "H", "C", "C", "C", "O", "C", "N", "H", "H", "H", "H", "H", "H", "H", "H", "H", "H", "H", "C", "C", "C", "O", "C", "N", "H", "H", "H", "H", "H", "H", "H", "H", "H", "H", "H", "C", "C", "C", "O", "C", "N", "H", "H", "H", "H", "H", "H", "H", "H", "H", "H", "H"], "coordinates": [[1.932, 0.989, 0.986], [-0.759, 0.672, -0.226], [-1.724, 0.005, -1.082], [-0.243, -0.268, 0.827], [0.464, 1.127, -0.950], [-1.388, 1.812, 0.455], [1.549, -3.791, 2.559], [2.391, -2.507, 2.554], [3.814, -2.898, 2.784], [4.685, -1.817, 2.937], [5.857, -2.152, 3.686], [2.128, -1.753, 1.302], [1.697, -4.389, 3.462], [1.777, -4.411, 1.688], [0.489, -3.533, 2.511], [2.025, -1.910, 3.399], [4.147, -3.518, 1.933], [3.843, -3.563, 3.654], [6.360, -1.216, 3.911], [6.503, -2.802, 3.085], [5.589, -2.672, 4.609], [2.362, -2.395, 0.543], [1.128, -1.576, 1.233], [-3.254, -4.331, -2.242], [-2.241, -3.206, -2.404], [-1.150, -3.503, -3.385], [-0.376, -4.595, -2.950], [0.553, -5.011, -3.915], [-2.895, -1.958, -2.838], [-3.931, -4.138, -1.404], [-2.738, -5.268, -2.020], [-3.896, -4.459, -3.119], [-1.835, -3.011, -1.398], [-0.510, -2.612, -3.467], [-1.633, -3.737, -4.345], [0.039, -5.416, -4.802], [1.159, -5.816, -3.508], [1.182, -4.171, -4.243], [-3.869, -1.981, -2.563], [-2.444, -1.206, -2.326], [-1.981, 4.648, 3.166], [-2.732, 3.328, 3.327], [-3.846, 3.233, 2.304], [-4.824, 4.257, 2.383], [-5.642, 4.148, 3.530], [-1.839, 2.153, 3.169], [-1.146, 4.754, 3.862], [-2.680, 5.468, 3.348], [-1.619, 4.774, 2.138], [-3.101, 3.306, 4.357], [-4.343, 2.255, 2.326], [-3.385, 3.371, 1.323], [-5.065, 4.196, 4.462], [-6.173, 3.188, 3.512], [-6.316, 5.000, 3.514], [-2.480, 1.352, 3.186], [-1.570, 2.073, 2.167], [2.536, 4.338, 2.695], [1.514, 4.390, 1.567], [2.139, 4.445, 0.190], [3.115, 3.429, 0.009], [3.565, 3.498, -1.334], [0.675, 3.179, 1.662], [2.043, 4.350, 3.671], [3.242, 5.172, 2.709], [3.119, 3.413, 2.646], [0.890, 5.281, 1.723], [2.608, 5.431, 0.063], [1.348, 4.379, -0.570], [4.396, 2.805, -1.450], [3.985, 4.498, -1.509], [2.781, 3.296, -2.066], [-0.068, 3.225, 0.963], [0.185, 3.156, 2.558], [-6.043, 0.205, -2.568], [-4.946, 1.071, -1.996], [-5.464, 2.458, -1.672], [-6.124, 3.082, -2.791], [-5.288, 3.332, -3.889], [-4.462, 0.505, -0.716], [-5.665, -0.713, -3.015], [-6.683, 0.739, -3.269], [-6.690, -0.092, -1.735], [-4.087, 1.173, -2.676], [-4.685, 3.150, -1.332], [-6.270, 2.342, -0.945], [-4.436, 3.972, -3.613], [-5.895, 3.772, -4.675], [-4.849, 2.408, -4.293], [-3.681, -0.143, -0.897], [-3.880, 1.251, -0.312], [-1.852, 2.627, -4.939], [-0.844, 2.430, -3.819], [-1.207, 3.286, -2.594], [-1.281, 4.625, -2.997], [-1.605, 5.463, -1.907], [-0.672, 0.988, -3.606], [-1.414, 2.422, -5.916], [-2.118, 3.687, -5.037], [-2.765, 2.054, -4.772], [0.111, 2.815, -4.201], [-0.449, 3.255, -1.791], [-2.130, 2.878, -2.142], [-0.950, 5.294, -1.039], [-2.625, 5.214, -1.570], [-1.582, 6.491, -2.251], [-1.548, 0.616, -3.238], [-0.094, 0.839, -2.775], [4.836, -4.452, -1.282], [3.611, -5.375, -1.240], [2.402, -4.791, -1.952], [2.101, -3.556, -1.328], [0.904, -2.978, -1.809], [4.032, -6.685, -1.735], [5.098, -4.202, -2.316], [5.679, -4.979, -0.838], [4.637, -3.536, -0.724], [3.386, -5.480, -0.171], [1.541, -5.462, -1.848], [2.658, -4.587, -3.003], [0.844, -1.945, -1.456], [0.022, -3.583, -1.607], [1.018, -2.885, -2.901], [3.248, -7.321, -1.861], [4.432, -6.585, -2.666], [-2.527, -2.927, 1.707], [-2.793, -1.865, 2.771], [-1.652, -1.736, 3.743], [-1.378, -2.974, 4.352], [-0.298, -2.903, 5.264], [-3.065, -0.542, 2.202], [-1.657, -2.673, 1.093], [-3.400, -3.040, 1.060], [-2.340, -3.900, 2.173], [-3.660, -2.185, 3.364], [-1.854, -0.955, 4.493], [-0.766, -1.357, 3.188], [-0.486, -2.219, 6.097], [0.605, -2.556, 4.737], [-0.136, -3.927, 5.590], [-3.635, -0.661, 1.367], [-2.163, -0.224, 1.825], [6.758, 0.814, 1.793], [5.383, 1.155, 1.243], [5.197, 0.446, -0.107], [3.860, 0.513, -0.543], [3.613, -0.160, -1.771], [4.311, 0.864, 2.241], [6.988, 1.236, 2.771], [7.529, 1.193, 1.109], [6.930, -0.265, 1.870], [5.335, 2.235, 1.072], [5.517, -0.598, 0.012], [5.845, 0.974, -0.817], [2.536, -0.289, -1.879], [4.084, -1.146, -1.769], [3.939, 0.437, -2.629], [4.500, 1.447, 3.051], [4.479, -0.107, 2.524]], "homo_ha": -0.3069, "charge": 0, "e_lumo_ev": -0.19}

=====

Record 3
{"formula": "C5H6F2N", "method": "wB97M-V/def2-TZVPD", "symbols": ["C", "C", "C", "C", "C", "N", "F", "F", "H", "H", "H", "H", "H", "H"], "coordinates": [[-0.100, -1.238, -1.148], [0.341, -0.146, -0.462], [0.163, 0.096, 1.052], [-0.804, -2.214, -0.443], [1.414, -0.174, 1.840], [-0.858, 0.480, 1.590], [1.046, 0.713, -1.111], [-0.861, 0.574, 2.847], [0.067, -1.420, -2.160], [-1.165, -2.016, 0.547], [-0.962, -3.214, -0.827], [2.065, -0.933, 1.396], [0.970, -0.605, 2.780], [1.991, 0.784, 2.049]], "homo_ha": -0.5645, "charge": 1, "e_lumo_ev": -7.45}

=====

Record 4
{"formula": "C3H9NO", "method": "wB97M-V/def2-TZVPD", "symbols": ["C", "C", "H", "H", "H", "H", "H", "H", "C", "N", "O", "H", "H", "H"], "coordinates": [[-1.932, -1.833, -0.330], [-1.507, -3.361, -0.341], [-2.430, -1.835, 0.685], [-2.691, -1.695, -1.157], [-1.160, -1.034, -0.422], [-1.822, -3.696, -1.330], [-0.388, -3.438, -0.359], [-1.793, -4.016, 0.505], [2.275, 3.486, 1.082], [2.108, 3.537, -0.298], [2.122, 2.453, 1.752], [2.476, 4.364, 1.578], [2.316, 4.368, -0.796], [2.427, 2.700, -0.567]], "homo_ha": -0.3759, "charge": 0, "e_lumo_ev": 0.89}

=====

Record 5
{"formula": "C3H13NO3", "method": "wB97M-V/def2-TZVPD", "symbols": ["C", "C", "C", "N", "H", "H", "H", "H", "H", "H", "H", "H", "H", "O", "H", "H", "O", "H", "H", "O"], "coordinates": [[-0.091, 1.818, 2.025], [-0.155, 0.875, 0.912], [-1.292, 0.112, 0.711], [-1.481, -0.649, -0.377], [-0.068, 2.877, 1.738], [-0.958, 1.769, 2.687], [0.800, 1.700, 2.647], [0.649, 0.888, 0.187], [-2.127, 0.068, 1.400], [-2.424, -0.701, -0.758], [-0.843, -0.422, -1.150], [0.131, 0.953, -1.805], [-0.008, 0.769, -3.342], [-0.435, 1.136, -2.561], [1.683, -3.309, -0.122], [0.216, -2.909, 0.237], [1.144, -2.701, 0.386], [1.160, -1.033, -0.589], [2.492, -0.697, -0.927], [1.608, -0.546, -1.299]], "s_squared": 0.760, "homo_ha": [-0.5416, -0.5616], "multiplicity": 2, "charge": 1, "e_lumo_ev": [-3.70, -7.30]}

=====

Record 6
{"formula": "C23H20N2O4PS4SbTa", "method": "wB97M-V/def2-TZVPD", "symbols": ["Ta", "S", "Sb", "S", "S", "S", "C", "C", "C", "C", "C", "C", "P", "C", "C", "C", "C", "C", "C", "C", "C", "C", "C", "C", "C", "H", "H", "H", "H", "H", "H", "H", "H", "H", "H", "H", "H", "H", "H", "H", "O", "N", "C", "C", "C", "C", "C", "H", "H", "H", "H", "H", "O", "N", "O", "O"], "coordinates": [[0.310, -0.061, 0.077], [3.793, -0.630, 3.174], [2.619, 0.963, 2.173], [2.547, 0.455, -0.267], [0.176, 0.317, 2.381], [2.719, 3.185, 2.405], [-4.259, 2.802, 3.155], [-4.467, 3.079, 1.812], [-4.004, 2.203, 0.839], [-3.321, 1.044, 1.202], [-3.119, 0.770, 2.557], [-3.590, 1.642, 3.526], [-2.555, -0.047, -0.040], [-3.303, 0.506, -1.611], [-2.608, 1.336, -2.488], [-3.206, 1.774, -3.661], [-4.500, 1.386, -3.972], [-5.195, 0.550, -3.109], [-4.600, 0.110, -1.937], [-3.328, -1.676, 0.214], [-2.849, -2.736, -0.556], [-3.409, -3.997, -0.432], [-4.446, -4.214, 0.465], [-4.930, -3.163, 1.230], [-4.377, -1.897, 1.103], [-4.623, 3.483, 3.913], [-4.997, 3.976, 1.517], [-4.172, 2.427, -0.207], [-2.593, -0.127, 2.856], [-3.426, 1.418, 4.572], [-1.592, 1.626, -2.263], [-2.652, 2.411, -4.338], [-4.963, 1.724, -4.890], [-6.202, 0.233, -3.350], [-5.148, -0.551, -1.277], [-2.044, -2.570, -1.260], [-3.028, -4.813, -1.032], [-4.876, -5.202, 0.567], [-5.742, -3.326, 1.926], [-4.768, -1.082, 1.698], [-0.267, 1.858, -0.389], [-0.056, 3.049, 0.181], [0.880, 3.835, -0.368], [1.063, 5.109, 0.117], [0.286, 5.551, 1.175], [-0.649, 4.697, 1.736], [-0.808, 3.430, 1.221], [1.440, 3.384, -1.172], [1.823, 5.733, -0.328], [0.423, 6.547, 1.572], [-1.259, 4.994, 2.576], [-1.512, 2.699, 1.588], [1.503, -2.161, -2.070], [0.587, -1.679, -1.440], [-0.225, -0.664, -1.845], [0.249, -2.047, -0.140]], "s_squared": 0.759, "homo_ha": [-0.2705, -0.2993], "multiplicity": 2, "charge": 0, "e_lumo_ev": [-0.94, -0.95]}

=====

What is the formula in the fifth record?
C3H13NO3